Record 1
The following is a quantum chemistry calculation of a structure of composition C4H15B2BeCl9 in a non-equilibrium geometry, from the Open Molecules 2025 dataset.

Results
- ΔE to the lowest compared entry with this formula, charge and spin (kcal/mol) = 0.00
- net charge = 0
- E_tot (eV) = -118839.731
- E_HOMO (eV) = -10.73
- frontier orbital gap (eV) = 6.43
- multiplicity = 1

XYZ file:
```
31
Properties=species:S:1:pos:R:3:lowdin_charge:R:1
Be -1.072 -2.471 0.679 1.013
B -3.527 -2.157 1.125 -0.329
H -3.023 -2.155 2.146 -0.049
H -3.055 -1.454 0.364 -0.056
H -3.400 -3.231 0.758 -0.056
H -4.630 -1.967 1.262 0.005
B 0.223 -0.431 0.172 -0.462
H -0.631 -0.691 -0.534 -0.069
H 0.682 0.559 -0.106 0.012
H -0.231 -0.372 1.214 -0.023
H 1.040 -1.220 0.196 -0.035
C -1.433 1.797 -2.162 -1.576
Cl -1.813 1.140 -3.739 0.556
Cl -2.764 1.910 -0.995 0.545
Cl -0.568 3.335 -2.217 0.530
H -0.750 1.115 -1.666 -0.065
C -0.313 2.612 2.152 -0.996
Cl 0.893 2.718 3.467 0.487
Cl -0.868 4.254 1.687 0.476
H 0.116 2.091 1.301 -0.018
H -1.173 2.046 2.499 0.029
C 1.687 -1.440 -3.040 -0.983
Cl 3.079 -2.322 -2.399 0.522
Cl 0.209 -2.298 -2.610 0.513
H 1.545 -0.477 -2.555 0.020
H 1.778 -1.385 -4.121 0.036
C 3.497 0.106 1.365 -1.042
Cl 4.240 1.413 2.315 0.499
Cl 4.476 -1.380 1.389 0.494
H 2.485 -0.123 1.692 -0.003
H 3.303 0.476 0.360 0.025
```

Record 2
The following is a quantum chemistry calculation of a cluster of 5 separate species, C64H144ClO4P4 in total in a non-equilibrium geometry, from the Open Molecules 2025 dataset.

Results
- ΔE to the lowest compared entry with this formula, charge and spin (kcal/mol) = 56.64
- net charge = +3
- E_tot (eV) = -126545.312
- E_HOMO (eV) = -14.68
- frontier orbital gap (eV) = 9.52
- multiplicity = 1

XYZ file:
```
217
Properties=species:S:1:pos:R:3:lowdin_charge:R:1
Cl -1.378 -1.186 0.277 0.626
O -1.697 0.183 0.582 -0.365
O -2.508 -1.791 -0.445 -0.397
O -0.291 -1.260 -0.677 -0.388
O -1.045 -1.890 1.461 -0.343
C 3.663 7.224 0.716 -0.093
C 4.764 6.207 1.067 -0.251
C 4.621 4.871 0.288 -0.249
C 5.681 3.900 0.768 -0.307
P 6.044 2.374 -0.056 0.995
C 6.889 2.738 -1.616 -0.256
C 6.409 3.937 -2.441 -0.256
C 7.018 3.904 -3.840 -0.263
C 6.367 4.915 -4.760 -0.100
C 7.025 1.321 1.068 -0.237
C 7.412 -0.028 0.413 -0.241
C 8.926 -0.299 0.377 -0.265
C 9.308 -1.493 -0.469 -0.102
C 4.457 1.538 -0.292 -0.233
C 4.237 0.993 -1.720 -0.231
C 2.857 0.326 -1.978 -0.229
C 3.025 -0.624 -3.146 -0.095
H 3.816 7.625 -0.287 0.077
H 3.718 8.007 1.467 0.076
H 2.674 6.766 0.663 0.069
H 4.699 5.977 2.133 0.109
H 5.762 6.601 0.869 0.113
H 4.663 5.035 -0.785 0.095
H 3.624 4.515 0.564 0.108
H 5.579 3.754 1.851 0.114
H 6.622 4.475 0.784 0.113
H 6.886 1.792 -2.158 0.093
H 7.890 2.943 -1.217 0.112
H 6.608 4.878 -1.926 0.118
H 5.323 3.906 -2.585 0.099
H 6.937 2.871 -4.193 0.111
H 8.096 4.071 -3.758 0.121
H 6.702 4.766 -5.793 0.081
H 6.722 5.926 -4.563 0.084
H 5.289 4.797 -4.869 0.077
H 6.297 1.163 1.864 0.097
H 7.934 1.841 1.373 0.106
H 7.029 -0.142 -0.605 0.096
H 6.950 -0.781 1.054 0.095
H 9.324 -0.476 1.378 0.119
H 9.392 0.616 -0.001 0.109
H 8.756 -2.383 -0.161 0.078
H 10.332 -1.755 -0.186 0.082
H 9.329 -1.298 -1.539 0.079
H 3.697 2.155 0.185 0.098
H 4.582 0.647 0.331 0.072
H 5.040 0.274 -1.900 0.093
H 4.354 1.736 -2.512 0.107
H 2.207 1.168 -2.220 0.106
H 2.407 -0.164 -1.113 0.091
H 3.048 -0.084 -4.093 0.088
H 2.261 -1.401 -3.211 0.038
H 3.910 -1.268 -3.107 0.078
C 0.385 7.627 5.502 -0.092
C -0.739 6.770 4.915 -0.253
C -1.546 6.146 6.061 -0.231
C -2.615 5.078 5.722 -0.226
P -1.938 3.388 5.417 1.013
C -0.887 3.413 3.971 -0.262
C -1.456 4.153 2.731 -0.231
C -2.330 3.256 1.874 -0.268
C -2.832 3.868 0.543 -0.081
C -3.291 2.204 5.175 -0.247
C -2.813 0.729 5.129 -0.240
C -3.716 -0.244 4.319 -0.247
C -3.451 -1.712 4.706 -0.088
C -0.886 2.758 6.772 -0.251
C 0.463 3.409 6.973 -0.267
C 0.893 3.483 8.451 -0.243
C 2.234 4.235 8.636 -0.096
H 0.017 8.595 5.855 0.084
H 1.123 7.874 4.743 0.073
H 0.767 7.181 6.422 0.070
H -0.255 6.035 4.278 0.078
H -1.467 7.400 4.400 0.119
H -2.022 6.958 6.614 0.127
H -0.869 5.680 6.781 0.081
H -3.292 5.368 4.917 0.102
H -3.275 4.837 6.564 0.096
H -0.685 2.366 3.727 0.105
H 0.067 3.864 4.242 0.084
H -0.587 4.396 2.115 0.118
H -2.030 5.062 2.911 0.104
H -3.226 2.868 2.367 0.085
H -1.781 2.346 1.613 0.085
H -2.972 3.049 -0.161 0.056
H -2.142 4.618 0.162 0.078
H -3.842 4.243 0.704 0.065
H -3.711 2.426 4.192 0.075
H -4.014 2.373 5.972 0.108
H -3.031 0.366 6.140 0.112
H -1.747 0.599 4.958 0.100
H -3.586 -0.009 3.258 0.098
H -4.780 -0.014 4.426 0.110
H -3.780 -2.002 5.700 0.079
H -2.376 -1.914 4.713 0.073
H -3.850 -2.276 3.866 0.068
H -0.894 1.671 6.692 0.096
H -1.622 2.899 7.582 0.112
H 0.738 4.360 6.516 0.093
H 1.219 2.768 6.501 0.120
H 0.791 2.582 9.052 0.113
H 0.182 4.164 8.935 0.104
H 2.842 4.313 7.729 0.068
H 2.832 3.812 9.438 0.074
H 2.078 5.295 8.847 0.073
C -0.653 1.280 -4.097 -0.088
C -1.135 -0.181 -4.092 -0.244
C -2.502 -0.309 -3.427 -0.264
C -3.717 0.160 -4.217 -0.232
P -5.255 -0.383 -3.332 1.029
C -5.425 -2.206 -3.281 -0.257
C -5.323 -2.926 -4.648 -0.250
C -5.433 -4.439 -4.423 -0.271
C -5.722 -5.257 -5.716 -0.080
C -5.443 0.034 -1.598 -0.263
C -5.768 1.495 -1.300 -0.236
C -5.569 1.832 0.203 -0.265
C -6.648 1.232 1.115 -0.076
C -6.565 0.352 -4.308 -0.286
C -7.997 -0.047 -3.980 -0.248
C -9.003 0.548 -4.962 -0.253
C -9.074 2.078 -4.856 -0.100
H 0.135 1.520 -4.814 0.072
H -0.398 1.571 -3.080 0.071
H -1.445 1.919 -4.503 0.067
H -0.438 -0.812 -3.537 0.080
H -1.161 -0.593 -5.104 0.106
H -2.522 0.111 -2.420 0.103
H -2.607 -1.394 -3.312 0.097
H -3.778 -0.229 -5.235 0.103
H -3.735 1.249 -4.313 0.098
H -6.334 -2.455 -2.735 0.101
H -4.638 -2.596 -2.626 0.099
H -4.480 -2.758 -5.321 0.111
H -6.198 -2.625 -5.238 0.109
H -6.175 -4.622 -3.645 0.109
H -4.425 -4.741 -4.122 0.103
H -5.657 -6.302 -5.427 0.074
H -4.907 -4.923 -6.357 0.073
H -6.719 -5.062 -6.103 0.076
H -4.681 -0.428 -0.960 0.096
H -6.304 -0.592 -1.330 0.103
H -6.796 1.724 -1.611 0.102
H -5.306 2.316 -1.860 0.112
H -5.599 2.922 0.244 0.095
H -4.536 1.529 0.389 0.087
H -6.457 1.457 2.166 0.064
H -6.537 0.147 1.073 0.074
H -7.585 1.703 0.833 0.084
H -6.294 0.137 -5.350 0.110
H -6.436 1.440 -4.313 0.105
H -8.264 0.417 -3.025 0.105
H -8.197 -1.120 -3.950 0.112
H -9.989 0.093 -4.887 0.112
H -8.698 0.307 -5.988 0.112
H -8.442 2.621 -5.564 0.074
H -8.755 2.440 -3.876 0.068
H -10.084 2.387 -5.122 0.079
C 4.784 -3.123 1.542 -0.080
C 3.930 -2.522 0.403 -0.261
C 2.527 -3.069 0.116 -0.215
C 2.699 -4.549 -0.281 -0.280
P 1.203 -5.371 -0.758 1.015
C 0.039 -5.563 0.618 -0.245
C -1.340 -6.081 0.208 -0.243
C -2.295 -6.178 1.419 -0.239
C -2.817 -4.838 1.943 -0.101
C 0.502 -4.461 -2.160 -0.241
C 1.313 -4.636 -3.475 -0.215
C 0.895 -3.553 -4.486 -0.269
C -0.436 -3.767 -5.158 -0.101
C 1.679 -7.088 -1.207 -0.256
C 2.558 -7.786 -0.169 -0.235
C 2.735 -9.289 -0.504 -0.246
C 1.448 -10.102 -0.784 -0.103
H 4.803 -4.197 1.704 0.070
H 4.368 -2.691 2.459 0.079
H 5.782 -2.698 1.449 0.052
H 4.527 -2.623 -0.513 0.104
H 3.932 -1.439 0.556 0.082
H 2.051 -2.433 -0.632 0.077
H 1.875 -2.990 0.990 0.115
H 3.083 -5.086 0.592 0.091
H 3.481 -4.660 -1.034 0.114
H -0.102 -4.604 1.127 0.095
H 0.486 -6.242 1.349 0.103
H -1.277 -7.015 -0.357 0.105
H -1.774 -5.414 -0.546 0.102
H -1.839 -6.766 2.217 0.111
H -3.161 -6.735 1.061 0.108
H -2.802 -4.087 1.150 0.055
H -2.172 -4.438 2.727 0.068
H -3.825 -4.976 2.326 0.075
H 0.195 -3.449 -1.896 0.089
H -0.397 -5.078 -2.303 0.091
H 1.275 -5.684 -3.760 0.110
H 2.362 -4.344 -3.338 0.104
H 1.680 -3.492 -5.244 0.119
H 0.901 -2.611 -3.937 0.064
H -0.516 -2.953 -5.879 0.075
H -1.259 -3.811 -4.437 0.065
H -0.559 -4.743 -5.634 0.083
H 2.292 -7.027 -2.112 0.104
H 0.726 -7.536 -1.490 0.090
H 2.050 -7.792 0.799 0.105
H 3.574 -7.417 -0.054 0.112
H 3.205 -9.803 0.334 0.109
H 3.342 -9.425 -1.401 0.110
H 0.665 -9.924 -0.043 0.074
H 1.672 -11.166 -0.758 0.078
H 1.070 -9.825 -1.769 0.065
```

Record 3
The following is a quantum chemistry calculation of the ion C2H11BN3O with charge +1 in a non-equilibrium geometry, from the Open Molecules 2025 dataset.

Results
- ΔE to the lowest compared entry with this formula, charge and spin (kcal/mol) = 10.11
- net charge = +1
- E_tot (eV) = -9442.432
- E_HOMO (eV) = -14.33
- frontier orbital gap (eV) = 11.19
- SMILES = NC[C@H]([NH3+])B(N)O
- multiplicity = 1

XYZ file:
```
18
Properties=species:S:1:pos:R:3:lowdin_charge:R:1
N 1.613 1.230 -0.952 -0.041
C 0.637 1.313 0.158 -0.224
C 0.243 -0.044 0.614 -0.184
N 1.210 -1.062 0.128 0.180
B -1.213 -0.667 0.213 -0.636
N -2.437 -0.096 0.445 0.208
O -1.164 -1.878 -0.380 0.160
H 2.082 2.174 -1.157 0.136
H 1.136 1.031 -1.872 0.115
H -0.230 1.821 -0.204 0.111
H 1.282 1.833 0.927 0.150
H 0.443 0.042 1.721 0.167
H 0.666 -1.656 -0.403 0.078
H 1.609 -1.693 0.850 0.193
H 1.966 -0.528 -0.451 0.177
H -2.521 0.777 1.053 0.132
H -3.391 -0.228 -0.018 0.143
H -1.931 -2.371 -0.671 0.133
```